Formula: CH2FO2S
Source: the OMol25 dataset
Level of theory: ωB97M-V/def2-TZVPD

Each line ends with the Mulliken charge.
Geometry (Å):
1 O -1.31057 0.66455 -1.21918  -0.5082
2 C 1.07438 0.47374 -0.05139  -0.6956
3 F -0.80501 -2.35444 0.14112  -0.8060
4 S -0.64502 0.27120 -0.02216  0.9848
5 O -1.28296 0.74877 1.16909  -0.5218
6 H 1.40185 -0.02656 -0.84201  0.2718
7 H 1.56734 0.22274 0.82452  0.2750

Summary:
ΔE to the lowest compared entry with this formula, charge and spin: 37.9 kcal per mole
net charge: -1
LUMO (spin up / spin down): 3.13 / 3.13 eV
HOMO-LUMO gap (spin up / spin down): 7.852 / 7.851 eV